{"formula": "C4H4LiO3Ru", "method": "wB97M-V/def2-TZVPD", "symbols": ["O", "C", "O", "O", "C", "Ru", "H", "H", "C", "C", "H", "H", "Li"], "positions_angstrom": [[-1.56, 0.62, 2.54], [-0.54, 0.52, 1.80], [0.44, -0.18, 2.18], [-0.56, 1.13, 0.63], [0.42, 0.79, -0.35], [-0.57, -0.48, 3.81], [1.39, 0.63, 0.13], [0.51, 1.66, -1.01], [0.02, -0.46, -1.10], [-0.20, -0.42, -2.43], [-0.97, -1.27, -2.01], [0.12, -1.39, -0.53], [1.49, -1.14, -3.66]], "lowdin_charge": [0.085, -0.650, 0.019, 0.176, -0.084, 2.032, 0.157, 0.170, -0.175, 0.100, 0.161, 0.139, 0.870], "homo_energy_ev": [-20.8, -22.4], "mol_weight_g_mol": 208.08, "charge": 3, "orbital_gap_ha": [0.22480, 0.17146], "lumo_ev": [-14.70, -17.73], "energy_ev": -13099.900, "fmax_ev_per_a": 7.740, "s_squared": 12.012, "multiplicity": 7, "de_lowest_kj_mol": 68.36}

{"formula": "C4H10NOPS", "method": "wB97M-V/def2-TZVPD", "symbols": ["C", "C", "C", "C", "N", "O", "P", "S", "H", "H", "H", "H", "H", "H", "H", "H", "H", "H"], "positions_angstrom": [[-2.60, 0.05, 0.51], [-1.62, 0.14, -0.70], [2.37, 1.27, -0.07], [2.30, -0.23, 0.10], [-3.19, -1.24, 0.60], [-0.23, 0.17, -0.47], [0.58, -0.79, 0.58], [0.50, -2.67, -0.05], [-1.82, 0.27, 1.18], [-3.35, 0.86, 0.39], [-1.71, -0.62, -1.45], [-1.78, 1.11, -1.24], [3.32, 1.45, -0.38], [1.68, 1.66, -0.75], [2.18, 1.72, 0.87], [3.00, -0.59, 0.81], [2.79, -0.73, -0.80], [-2.44, -1.82, 0.86]], "lowdin_charge": [-0.297, -0.265, -0.148, -0.419, 0.126, -0.445, 0.479, 0.251, 0.068, 0.116, 0.104, 0.135, 0.045, 0.046, 0.069, 0.049, 0.102, -0.016], "homo_energy_ev": [-8.8, -9.4], "mol_weight_g_mol": 151.17, "orbital_gap_ha": [0.35669, 0.26231], "lumo_ev": [0.95, -2.27], "energy_ev": -27968.699, "fmax_ev_per_a": 2.964, "s_squared": 2.012, "multiplicity": 3, "de_lowest_kj_mol": 0.00}